[1]
{"formula": "C15H16BCl2F3N2O4", "method": "ωB97M-V/def2-TZVPD", "species": ["H", "H", "H", "H", "C", "F", "O", "H", "C", "O", "O", "H", "C", "O", "H", "C", "N", "C", "C", "H", "C", "C", "C", "Cl", "H", "H", "C", "F", "H", "C", "H", "N", "C", "H", "B", "C", "F", "Cl", "C", "H", "H", "C", "H"], "positions_angstrom": [[0.246, 3.352, 1.732], [-0.371, 5.106, -1.538], [0.567, -4.608, 0.855], [-1.117, 0.749, -0.755], [1.111, -4.188, -0.017], [-1.000, 0.288, -2.926], [-2.492, 0.750, 2.074], [0.979, -2.560, -1.440], [-0.140, 2.357, 1.563], [0.340, 2.455, -1.724], [-0.448, -2.680, 1.408], [-1.925, 3.107, 0.520], [-1.096, 2.419, 0.391], [-0.835, 4.489, -0.972], [4.282, 1.305, 0.582], [3.338, 1.002, 0.897], [-1.605, -1.724, -0.281], [-1.736, -1.502, -1.725], [0.844, 0.079, 1.590], [-3.573, -1.210, 0.177], [2.288, 1.904, 1.004], [0.623, -3.057, -0.520], [-2.569, -1.096, 0.674], [2.467, 3.529, 0.426], [1.656, -1.774, 1.515], [-2.469, -1.733, 1.592], [3.094, -0.358, 1.048], [0.523, -0.620, -1.645], [-0.736, 2.108, 2.465], [-0.526, -0.902, -2.472], [0.540, 1.492, -1.651], [-1.601, 1.168, 0.050], [-2.240, 0.389, 0.969], [1.890, -4.708, -0.542], [-0.429, 3.174, -0.843], [1.047, 1.434, 1.375], [-0.072, -1.772, -3.420], [4.290, -1.493, 0.328], [1.827, -0.778, 1.393], [-2.522, -0.714, -2.013], [-0.163, -0.254, 1.798], [-0.447, -2.430, 0.204], [-1.837, -2.494, -2.145]], "forces_ev_per_a": [[0.02, 0.41, 0.11], [0.20, -0.24, -0.33], [0.95, 0.17, -0.61], [-0.96, -0.05, 0.98], [-1.09, -0.07, -0.02], [1.44, -0.50, -1.24], [-0.95, 1.31, 1.87], [0.16, -1.05, 0.77], [0.01, 0.55, 1.22], [0.33, 0.12, -0.66], [-0.42, 0.64, 0.14], [-0.27, 0.04, 1.06], [0.37, 2.41, -0.48], [0.58, -0.65, 0.18], [1.47, 0.64, -0.57], [-0.75, -0.82, -0.03], [1.96, 0.22, -0.82], [-0.16, 0.24, 0.23], [-1.81, 2.14, 0.15], [0.79, 0.22, 0.82], [-0.01, -0.73, -0.12], [0.92, 0.19, -2.47], [0.75, -1.05, -1.58], [0.40, 0.15, 0.36], [-0.41, -2.65, 0.23], [-0.40, 1.07, -0.67], [0.54, 0.71, -1.11], [-0.27, 0.66, -0.92], [0.67, -0.16, -0.46], [-0.65, -0.60, 1.24], [-0.32, 1.49, 0.42], [-0.31, -2.57, -1.71], [0.52, -1.81, -0.97], [0.29, -0.22, 0.15], [-0.21, -0.95, -0.17], [-1.54, 1.00, 0.41], [-0.39, 1.78, 0.35], [-0.74, 0.63, 0.98], [2.77, -0.87, -0.23], [0.51, -1.92, 0.87], [0.31, -0.12, 0.44], [-3.57, 0.25, 2.83], [-0.74, 0.00, -0.65]], "lowdin_charge": [0.096, 0.108, 0.100, 0.106, 0.094, 0.114, 0.100, 0.105, -0.100, 0.147, 0.021, 0.155, -0.231, 0.176, 0.083, -0.111, -0.037, -0.033, -0.021, 0.143, -0.564, -0.101, -0.013, 0.779, 0.067, 0.141, -0.557, 0.097, 0.131, -0.542, 0.089, 0.114, -0.479, 0.071, -0.653, -0.207, 0.135, 0.614, -0.120, 0.171, 0.113, -0.433, 0.132], "smiles": "C=CC(=O)N(CC(=O)N[C@@H](Cc1ccc(Cl)cc1Cl)B(O)O)CC(F)(F)F", "gap_ev": 9.161, "energy_ha": -2236.565602, "lumo_ev": 0.13, "homo_energy_ev": -9.0}

***

[2]
{"formula": "C7H14FN2", "method": "ωB97M-V/def2-TZVPD", "species": ["C", "C", "H", "H", "H", "C", "N", "H", "H", "H", "C", "C", "N", "H", "F", "C", "H", "H", "H", "C", "H", "H", "H", "H"], "positions_angstrom": [[0.953, -1.764, -0.375], [-1.940, -0.642, 0.765], [2.502, 1.560, 1.327], [-3.000, -0.996, 0.501], [2.882, -0.392, -1.055], [2.272, 1.367, 0.235], [-1.489, 0.893, -1.080], [-1.487, 1.768, -1.680], [-2.384, 2.623, 0.357], [0.409, -3.479, -1.504], [0.169, -2.450, -1.145], [2.733, -0.134, -0.015], [-2.456, 1.728, 0.743], [2.718, 2.102, -0.561], [0.872, 1.530, 0.122], [1.657, -1.023, 0.437], [3.685, -0.237, 0.461], [-2.793, 1.778, 1.662], [-0.674, -1.978, -1.671], [-1.909, 0.722, 0.138], [-1.223, -1.374, 0.408], [-1.819, -0.498, 1.760], [1.425, -0.998, 1.522], [-1.102, -0.107, -1.353]], "forces_ev_per_a": [[0.21, 0.32, 0.69], [-2.12, 0.09, -3.16], [-0.06, 0.39, -1.45], [1.42, 0.19, 0.70], [0.20, 0.52, -0.45], [1.07, 0.11, -0.41], [1.40, -3.20, -1.81], [0.12, -1.82, 1.21], [0.08, 1.43, -0.92], [-0.24, 0.90, 0.56], [0.10, -1.00, -1.43], [-0.93, 1.81, -1.14], [-0.17, 0.57, 0.59], [-0.52, -1.31, 1.94], [0.44, -0.25, -0.09], [-0.58, -0.80, 1.37], [0.50, -0.29, 0.64], [-0.36, -0.73, 1.38], [0.20, -0.31, 0.29], [-0.28, -0.21, -0.20], [0.01, 0.32, -0.21], [0.09, 0.05, 3.20], [-0.05, -0.28, -0.69], [-0.54, 3.48, -0.59]], "lowdin_charge": [-0.130, 0.043, 0.130, 0.153, 0.112, -0.139, 0.199, 0.187, 0.121, 0.094, 0.000, -0.167, 0.236, 0.150, -0.115, -0.131, 0.110, 0.130, 0.057, -0.443, 0.048, 0.061, 0.139, 0.155], "charge": 1, "gap_ev": 10.045, "energy_ha": -484.180063, "lumo_ev": -2.90, "homo_energy_ev": -12.9}

***

[3]
{"formula": "C4H10O2S", "method": "ωB97M-V/def2-TZVPD", "species": ["C", "H", "O", "H", "S", "H", "C", "H", "H", "H", "H", "O", "C", "C", "H", "H", "H"], "positions_angstrom": [[1.415, 0.573, 0.557], [-0.490, -1.256, -0.513], [0.730, -1.860, 0.326], [2.028, -0.445, -1.193], [0.203, 1.231, -0.707], [-1.913, 1.987, -0.150], [1.841, -0.797, -0.063], [-1.199, -0.538, 1.559], [2.915, -1.000, 0.227], [0.605, 0.592, 1.389], [1.006, -2.569, -0.831], [-1.552, -1.072, -0.509], [-1.226, 1.231, 0.406], [-1.720, -0.242, 0.589], [-1.030, 1.534, 1.455], [-2.802, -0.348, 1.032], [2.344, 1.218, 0.872]], "forces_ev_per_a": [[-0.84, 0.25, 0.48], [-3.55, 0.37, 0.18], [5.00, -1.05, -7.05], [-1.18, -1.80, 1.92], [0.89, 1.02, 1.16], [0.65, -1.51, 1.28], [0.61, 1.73, 0.32], [0.16, -0.45, -1.30], [-1.45, -0.88, 0.42], [2.47, -0.84, -0.69], [-1.49, 2.49, 5.23], [2.44, -0.30, 0.26], [-1.75, 0.46, -1.15], [-1.65, 0.14, 2.18], [0.12, 0.72, -0.87], [1.49, 0.66, -1.44], [-1.92, -1.01, -0.93]], "lowdin_charge": [-0.442, 0.053, -0.208, 0.115, 0.841, 0.092, -0.314, 0.102, 0.101, 0.064, 0.327, -0.170, -0.492, -0.400, 0.077, 0.141, 0.112], "gap_ev": 8.179, "energy_ha": -706.880407, "lumo_ev": -0.46, "homo_energy_ev": -8.6}

***

[4]
{"formula": "CH6O3", "method": "ωB97M-V/def2-TZVPD", "species": ["H", "O", "H", "H", "O", "O", "H", "H", "H", "C"], "positions_angstrom": [[0.894, -0.437, -0.599], [0.157, -0.428, 1.298], [1.661, 0.199, -2.480], [-1.752, 0.607, 1.684], [-2.706, 0.643, 1.831], [2.530, 0.252, -2.861], [-2.961, -0.285, 1.795], [-0.752, -1.226, -0.305], [2.638, 0.961, -3.495], [0.101, -0.678, 0.132]], "forces_ev_per_a": [[0.20, 0.18, 0.29], [0.15, 0.31, 0.22], [-0.49, 0.55, -0.32], [-0.07, 0.04, 0.19], [0.14, -0.13, -0.19], [1.09, -0.69, 0.15], [-0.10, 0.05, 0.08], [-0.14, 0.06, 0.04], [-0.60, 0.17, 0.10], [-0.20, -0.55, -0.57]], "lowdin_charge": [0.069, 0.010, -0.004, -0.005, -0.064, -0.048, 0.032, 0.090, 0.037, -0.118], "smiles": "C=O.O.O", "gap_ev": 11.143, "energy_ha": -267.375781, "lumo_ev": 0.22, "homo_energy_ev": -10.9}